[1]
This record from the OMol25 dataset describes 8 unconnected molecules or ions with the total composition C20H44F27N3O4P4S in a non-equilibrium geometry. The level of theory is ωB97M-V/def2-TZVPD.

Values from the calculation:
Electronic energy in hartree: -5714.54660
Net charge: -2
HOMO in Ha: -0.1724
ΔE to the lowest compared entry with this formula, charge and spin in kcal per mole: 78.1
E_LUMO in eV: 1.67
Gap between HOMO and LUMO in eV: 6.37

XYZ file:
```
103
C20H44F27N3O4P4S (ωB97M-V/def2-TZVPD)
H 9.060 -24.107 -21.612
F 6.613 -13.815 -21.124
H 6.413 -21.001 -26.432
F 10.886 -22.582 -17.120
H 9.181 -29.425 -20.715
C 8.053 -19.178 -25.382
F 12.499 -15.995 -15.269
H 10.380 -17.076 -20.078
F 10.366 -15.173 -15.442
H 10.593 -16.992 -18.489
H 9.907 -25.967 -18.702
C 5.965 -20.542 -25.551
F 12.359 -17.144 -20.603
H 10.120 -22.159 -21.427
C 10.636 -28.009 -21.510
H 7.423 -18.320 -25.616
C 5.203 -19.041 -21.238
H 10.879 -22.572 -19.885
F 12.203 -14.123 -16.455
O 6.997 -15.776 -24.441
H 11.483 -28.047 -20.826
N 10.017 -17.419 -19.200
H 6.175 -18.808 -20.803
H 8.999 -24.145 -19.903
F 11.211 -17.178 -22.395
H 12.653 -22.953 -21.706
H 10.914 -20.085 -17.610
H 4.433 -19.811 -23.096
C 10.814 -25.712 -19.251
H 5.489 -21.318 -24.951
F 12.282 -19.181 -21.768
H 9.424 -20.362 -22.889
F 5.649 -17.114 -18.260
F 13.269 -16.088 -22.566
F 10.798 -22.803 -14.669
F 12.684 -21.773 -15.944
F 5.923 -17.056 -15.867
H 9.294 -18.313 -23.759
H 12.551 -25.257 -20.752
C 7.925 -21.073 -24.046
C 9.685 -29.236 -21.663
H 5.652 -20.945 -22.362
H 8.685 -15.835 -19.145
F 5.110 -15.150 -21.758
O 8.091 -13.720 -23.644
H 11.427 -23.345 -22.868
F 12.702 -15.983 -17.617
F 14.336 -17.919 -21.647
H 11.181 -27.947 -22.452
F 5.004 -18.983 -15.593
H 5.773 -18.292 -23.812
H 10.065 -21.140 -24.361
C 11.710 -23.487 -21.825
C 9.702 -24.068 -20.732
C 9.296 -20.478 -23.965
O 5.686 -13.766 -24.125
C 9.355 -19.076 -24.535
F 12.833 -24.023 -14.932
H 11.649 -26.410 -19.196
H 8.346 -17.065 -17.900
P 12.772 -17.625 -22.131
H 10.141 -30.107 -22.132
H 8.954 -26.864 -20.569
F 11.052 -17.071 -16.522
F 10.619 -15.081 -17.734
O 9.239 -19.630 -19.904
C 6.432 -14.953 -21.874
H 11.850 -25.675 -22.368
C 10.642 -22.945 -20.881
C 6.351 -19.145 -23.457
F 3.815 -17.310 -16.835
H 8.789 -29.075 -22.262
H 7.558 -21.346 -23.057
S 6.855 -14.509 -23.690
H 9.197 -26.427 -22.206
C 5.388 -19.910 -22.581
F 6.630 -18.828 -17.090
H 7.132 -18.742 -22.813
F 4.529 -19.104 -17.964
H 4.617 -18.128 -21.343
H 7.878 -21.870 -24.788
C 9.744 -26.675 -21.296
C 8.599 -16.903 -18.948
C 11.794 -25.020 -21.499
H 11.237 -24.836 -18.761
C 10.031 -18.920 -19.189
H 8.248 -19.785 -26.267
H 7.938 -17.376 -19.674
C 11.228 -19.556 -18.510
F 7.248 -15.995 -21.480
H 12.005 -18.903 -18.113
H 10.216 -18.859 -25.167
F 12.995 -18.093 -23.613
P 11.545 -15.566 -16.489
P 11.814 -23.188 -15.943
F 12.796 -23.734 -17.123
F 11.006 -24.593 -16.094
H 4.591 -19.631 -20.556
P 5.272 -18.073 -16.908
H 5.269 -19.721 -25.720
N 10.514 -25.393 -20.729
N 7.019 -19.990 -24.596
H 11.641 -20.284 -19.208
```

[2]
This record from the OMol25 dataset describes a single C6H6 molecule in a non-equilibrium geometry. The level of theory is ωB97M-V/def2-TZVPD.

Values from the calculation:
Electronic energy in hartree: -232.03362
Structure (SMILES): C#CC(C)C#C
HOMO in Ha: -0.3623
ΔE to the lowest compared entry with this formula, charge and spin in kcal per mole: 120.9
E_LUMO in eV: 0.65
Gap between HOMO and LUMO in eV: 10.51

XYZ file:
```
12
C6H6 (ωB97M-V/def2-TZVPD)
C 1.157 -0.611 0.340
C -1.159 -0.735 -0.598
H -0.782 -0.710 -1.625
C -0.185 -0.045 0.348
H -0.594 -0.107 1.358
H -2.144 -0.262 -0.577
C -0.037 1.291 -0.327
H 3.212 -1.580 0.336
C 2.243 -1.133 0.342
H -0.264 3.331 0.511
C -0.193 2.340 0.180
H -1.253 -1.779 -0.288
```

[3]
This record from the OMol25 dataset describes 6 unconnected molecules or ions with the total composition C7H27O6 in a non-equilibrium geometry. The level of theory is ωB97M-V/def2-TZVPD.

Values from the calculation:
Electronic energy in hartree: -733.85187
Net charge: +1
HOMO in Ha: -0.4791
ΔE to the lowest compared entry with this formula, charge and spin in kcal per mole: 125.6
E_LUMO in eV: -2.31
Gap between HOMO and LUMO in eV: 10.72

XYZ file:
```
40
C7H27O6 (ωB97M-V/def2-TZVPD)
H 30.997 26.859 47.992
H 36.478 30.417 46.699
H 35.869 25.054 45.583
H 36.480 29.534 48.660
H 36.971 28.769 46.285
H 31.701 28.704 50.750
C 32.610 24.770 51.104
C 32.037 28.376 47.641
H 35.272 29.619 50.926
C 35.212 25.732 46.053
C 34.312 30.048 51.238
O 32.586 28.483 50.809
C 33.936 28.045 52.797
H 32.836 28.717 48.276
H 34.425 26.741 48.594
O 34.036 24.684 50.870
H 33.275 27.227 53.189
H 34.731 30.714 52.018
H 34.235 23.855 51.065
H 33.764 30.550 50.493
H 32.314 23.934 51.670
H 32.390 28.440 46.450
H 33.608 27.318 49.900
H 32.535 29.446 52.303
C 36.274 29.330 46.773
H 32.279 25.534 51.475
H 35.884 24.590 47.484
H 32.107 24.490 50.319
O 35.968 28.910 48.041
O 34.475 26.793 49.564
C 33.332 29.103 51.816
H 35.679 26.757 45.982
H 35.347 29.013 46.294
H 34.624 27.408 52.169
H 34.297 25.761 45.672
O 35.393 25.455 47.446
H 31.281 29.107 47.790
H 34.371 26.025 50.100
O 31.923 27.150 48.204
H 34.233 28.532 53.557
```

[4]
This record from the OMol25 dataset describes a molecular structure, C36H92F6N9O13PdS2 in a non-equilibrium geometry. The level of theory is ωB97M-V/def2-TZVPD.

Values from the calculation:
Electronic energy in hartree: -4420.66464
⟨S²⟩: 2.00
Net charge: +1
HOMO (spin up / spin down) in Ha: -0.3703 / -0.3703
2S+1: 3
E_LUMO (spin up / spin down) in eV: -3.08 / -5.67
Gap between HOMO and LUMO (spin up / spin down) in eV: 6.99 / 4.41

XYZ file:
```
159
C36H92F6N9O13PdS2 (ωB97M-V/def2-TZVPD)
H -2.237 -5.340 2.482
F -0.977 -3.000 -1.966
N -4.289 -5.682 2.478
S 0.441 -1.724 -0.045
H 4.689 1.348 -1.145
C 1.926 -4.694 -2.926
H -0.575 5.435 3.244
C -2.148 3.097 1.544
H -2.289 -0.314 3.974
H 0.356 -0.658 4.086
H 4.107 6.876 4.708
C -2.916 -5.495 4.552
C 1.744 1.428 4.222
C -3.337 -3.553 2.992
H 0.627 -3.218 -3.475
C 2.404 4.638 1.286
O -1.389 -1.806 -6.905
C 3.427 5.815 3.043
S 0.346 -0.301 -2.292
H 4.408 5.835 2.531
O -1.075 -0.292 -2.051
O 2.126 -4.098 -1.643
H -2.827 4.967 -0.263
H -1.119 -1.993 -4.882
H -4.194 -7.483 5.941
C 1.206 -4.132 -5.306
H 5.013 -2.162 0.127
H 1.897 3.693 1.090
H -3.914 -3.355 -6.836
H 4.426 1.561 -3.323
H 0.107 6.603 -5.512
H -1.656 -1.741 8.300
N 4.093 -1.710 0.180
O -2.604 -6.891 4.679
H 1.558 5.528 4.668
H 1.733 5.425 0.918
H -2.628 0.484 8.836
C 4.179 4.830 5.309
H -3.026 -0.404 10.365
C 2.603 -5.075 -0.673
C 4.877 0.275 -1.153
H -2.368 -3.158 3.330
H -4.294 0.449 9.463
H 3.824 0.187 -4.296
N -3.618 -2.082 -8.457
C -3.675 -7.740 5.010
C -2.728 -1.346 6.409
O 4.231 -0.312 -2.300
H 1.876 7.110 4.678
H -3.508 -0.584 6.334
H 4.579 1.340 1.663
H 1.644 1.662 3.153
H 3.925 3.853 4.888
H -4.251 3.955 -0.070
H -0.142 3.780 3.228
N 2.162 6.228 5.098
H -5.076 -5.117 2.773
O 0.525 1.276 4.876
H 0.201 5.682 -2.677
C -0.792 -3.072 -0.670
H -3.540 -3.280 1.963
C -1.698 -1.396 -5.591
H -3.514 -5.438 -7.875
H -1.097 -3.494 -7.951
H -4.043 -3.222 3.754
O 2.641 4.729 2.662
H -1.654 -3.768 -6.270
C 4.783 0.304 1.395
O 0.722 -0.324 -3.680
N 1.301 -1.283 -1.526
Pd 3.191 -2.224 -1.814
H -0.851 -0.417 6.564
H 1.091 2.485 -4.426
H -0.213 7.330 -2.974
H -1.891 0.981 -0.089
F -0.414 -4.309 -0.383
H -2.731 1.579 -1.349
C -3.267 3.995 -0.530
C -3.380 -4.556 -8.499
H -1.939 7.318 -4.956
F 2.150 1.635 -2.025
H 2.080 -4.554 -5.812
H 0.788 -3.378 -5.976
H -1.221 3.278 -0.243
C -1.608 0.060 4.739
H 1.765 -5.368 -0.043
C -0.189 4.559 -5.118
H -1.526 -0.334 -5.409
C -3.237 -3.254 -7.688
H -2.097 6.265 -3.787
H -3.028 -2.231 5.843
H -3.252 4.087 -1.618
H -4.388 -6.636 2.781
H -4.409 -7.894 4.220
H -3.602 -2.134 -9.464
H -2.490 -4.833 -9.075
O -3.695 -1.307 8.659
H 5.460 0.263 -3.848
O 1.407 -2.366 0.800
H -2.884 -2.912 7.894
C -0.216 0.266 4.193
H 2.657 2.951 -5.023
H 2.393 0.545 4.334
H -3.022 -1.321 -8.163
C 1.586 2.977 -5.262
H -2.770 -1.431 -5.360
H 3.314 4.728 0.678
F 0.704 1.580 -0.383
C -1.012 4.442 3.134
C -1.772 -3.147 -7.166
O 1.147 4.281 -5.502
F 0.151 2.349 -2.296
C 0.285 6.480 -3.434
C 3.514 5.971 4.545
C 4.166 -0.244 0.091
H -1.645 4.285 4.010
H 4.485 -0.273 2.274
H 2.115 -1.854 -4.522
H -3.177 2.933 1.896
H 3.164 0.191 0.118
H -3.275 -8.726 5.257
H -0.870 4.250 -5.917
C 1.548 -3.582 -3.931
H -2.048 1.030 5.010
H 1.515 2.403 -6.195
O -0.268 -0.615 0.548
H 3.137 6.818 2.681
H -0.544 3.916 -4.296
H 1.133 -5.444 -2.913
H 2.848 -5.172 -3.278
H 3.900 -1.940 1.154
C -3.369 -0.119 9.367
C -0.364 5.993 -4.730
H 5.268 4.880 5.219
H 3.189 -2.881 -4.763
H 1.366 6.610 -3.500
F -1.926 -2.877 -0.037
H -1.440 2.353 1.931
N -1.811 6.331 -4.763
H 3.959 4.786 6.373
H -4.145 -4.325 -9.241
O -1.637 4.360 1.883
C 4.457 0.483 -3.462
N -2.605 1.650 -0.347
C -3.090 -5.052 3.104
C -2.260 3.011 0.010
H 2.920 -5.967 -1.209
H 5.872 0.180 1.360
C -2.650 -1.847 7.854
N 2.625 -2.560 -3.966
H 5.945 0.047 -1.119
C 0.868 1.421 -1.680
H 0.468 -4.922 -5.165
H -3.824 -5.351 5.149
H -0.336 0.613 3.155
N -1.459 -0.854 5.884
H 3.359 -4.617 -0.043
H 2.439 2.201 4.563
H -2.088 -4.972 5.042
```

[5]
This record from the OMol25 dataset describes a molecular structure, C17H45InO18PS5 in a non-equilibrium geometry. The level of theory is ωB97M-V/def2-TZVPD.

Values from the calculation:
Electronic energy in hartree: -4551.45943
Net charge: -1
HOMO in Ha: -0.1886
E_LUMO in eV: 1.82
Gap between HOMO and LUMO in eV: 6.95

XYZ file:
```
87
C17H45InO18PS5 (ωB97M-V/def2-TZVPD)
O -3.811 0.804 -1.923
O 4.399 0.624 2.945
H 5.165 -0.365 1.338
H 0.717 -2.309 1.789
H -6.616 2.888 -4.896
O 0.362 0.430 9.581
O 1.182 0.755 -2.068
P 0.631 0.210 -3.324
C -1.428 2.316 9.699
O 3.429 -3.076 1.354
O -3.829 2.047 -8.139
C 5.188 -5.392 2.725
H 1.459 -0.508 7.287
H 1.315 -0.584 5.533
H 5.572 -4.641 3.415
H -2.216 1.568 9.665
H 0.748 0.752 -5.392
H -3.908 0.640 -10.410
H 0.391 -3.547 3.037
H 3.334 -6.448 2.345
O 0.983 2.694 8.768
H 5.299 1.188 5.454
C -3.391 2.637 -0.120
O 2.920 -4.607 3.216
H -4.403 1.950 -4.095
S 2.391 -3.915 1.869
H -3.382 1.947 0.721
H -1.880 -0.534 -9.548
C -4.804 2.900 -3.736
H 4.120 -1.359 2.337
H -2.232 2.738 -5.865
H -2.902 1.721 -11.363
C -0.677 -3.501 -0.707
H 1.607 -2.263 3.341
H 3.735 -6.261 4.046
H -2.392 2.740 -0.534
H 0.266 -2.958 -4.816
H 5.827 -6.275 2.766
O 1.218 1.051 -4.610
C 3.759 -5.761 3.079
H 1.041 1.782 6.379
H -2.982 -0.006 -11.768
O -1.613 1.468 -9.047
In 1.099 -2.293 -3.378
H -1.340 -0.298 -2.799
H -0.364 1.192 5.517
H -0.699 2.155 -6.556
S 0.013 1.654 8.932
O 1.789 -4.923 1.061
C 0.775 -0.366 6.449
C -1.787 0.438 -10.035
C 3.077 -0.046 0.972
C -1.672 2.580 -6.784
H 2.121 -0.136 1.486
H 3.146 0.974 0.595
H 3.070 -0.733 0.127
H -6.710 3.857 -3.410
H 2.803 -2.720 -3.309
O -1.007 0.463 -3.283
H 3.762 1.769 6.154
H -1.723 3.218 9.172
O -4.350 3.149 -2.394
H -0.864 0.425 -10.612
H -6.772 2.103 -3.321
C -0.007 -3.099 -1.623
H -1.476 -3.598 -0.039
H 5.248 -4.974 1.721
C 0.236 1.049 6.412
O -5.779 1.871 -0.843
C 4.231 -0.368 1.896
S -4.442 1.945 -1.351
H -0.035 -1.087 6.567
C -2.965 0.714 -10.950
O -2.535 0.146 -7.191
H 4.457 2.597 4.735
H -1.171 2.546 10.731
H -1.570 3.515 -7.327
C -6.316 2.940 -3.848
H -3.793 3.599 0.185
O 3.454 -0.760 4.737
C 1.147 -2.906 2.593
S 3.424 0.562 4.187
H -4.367 3.689 -4.346
C 4.336 1.642 5.238
S -2.581 1.446 -7.777
O 2.183 1.191 3.850
O -0.645 1.336 7.526
```

[6]
This record from the OMol25 dataset describes 2 unconnected molecules or ions with the total composition C9H9N3O2 in a non-equilibrium geometry. The level of theory is ωB97M-V/def2-TZVPD.

Values from the calculation:
Electronic energy in hartree: -663.11263
Structure (SMILES): O=c1cc[nH]c(=O)[nH]1.c1ccncc1
HOMO in Ha: -0.3290
ΔE to the lowest compared entry with this formula, charge and spin in kcal per mole: 35.5
E_LUMO in eV: 0.39
Gap between HOMO and LUMO in eV: 9.34

XYZ file:
```
23
C9H9N3O2 (ωB97M-V/def2-TZVPD)
H 4.865 0.521 0.461
C -3.290 0.767 1.082
H -1.488 -1.373 -1.440
C 2.071 -1.379 -0.053
C -1.956 0.549 1.135
C 3.130 1.333 -0.209
C 3.463 -1.099 0.367
C 1.337 -0.342 -0.570
N -1.310 -0.224 0.277
O 3.388 2.519 -0.177
N 3.871 0.283 0.273
H -1.321 1.018 1.861
H -5.170 0.573 -0.019
H -3.754 1.455 1.803
H 0.371 -0.500 -0.994
C -3.409 -0.657 -0.735
O 4.227 -1.911 0.790
H 1.789 -2.410 0.016
H 1.290 1.707 -0.921
C -4.080 0.166 0.121
H -3.799 -1.180 -1.668
C -2.076 -0.742 -0.730
N 1.852 0.929 -0.669
```

[7]
This record from the OMol25 dataset describes a molecular structure, C13H15GdNS in a non-equilibrium geometry. The level of theory is ωB97M-V/def2-TZVPD.

Values from the calculation:
Electronic energy in hartree: -1722.90947
⟨S²⟩: 16.72
Net charge: -1
HOMO (spin up / spin down) in Ha: -0.1332 / -0.0637
2S+1: 8
E_LUMO (spin up / spin down) in eV: 2.83 / 2.94
Gap between HOMO and LUMO (spin up / spin down) in eV: 6.45 / 4.67

XYZ file:
```
31
C13H15GdNS (ωB97M-V/def2-TZVPD)
H 1.034 -1.838 -2.962
C -1.258 0.099 3.086
H -0.448 -3.021 -0.529
H -2.292 -1.412 4.206
C -0.052 0.475 2.445
H 1.824 -2.276 3.241
C 1.078 -0.378 2.555
H -1.208 -2.457 -2.053
H -2.100 0.789 3.027
H -1.361 -0.778 -0.324
C -1.351 -1.125 3.744
C 0.944 -2.207 -1.944
H 1.830 -2.430 -1.358
H 2.026 -0.057 2.116
N -0.482 -0.881 -0.822
C -0.240 -1.982 3.814
H -1.541 0.754 -2.957
H -0.320 -2.934 4.339
Gd 0.778 1.062 -0.828
H 2.273 2.943 -3.019
C 0.586 1.469 -3.262
C -0.745 1.451 -2.701
S 0.038 1.980 1.639
C 0.351 3.334 -1.891
H 0.537 4.304 -1.438
C -0.405 -2.255 -1.326
H -1.806 2.966 -1.389
C 0.963 -1.605 3.206
C 1.265 2.628 -2.747
C -0.887 2.612 -1.860
H 0.969 0.769 -4.010
```

[8]
This record from the OMol25 dataset describes 2 unconnected molecules or ions with the total composition C3H7NO. The level of theory is ωB97M-V/def2-TZVPD.

Values from the calculation:
Electronic energy in hartree: -248.43243
Structure (SMILES): C=C=N.CO
HOMO in Ha: -0.3397
ΔE to the lowest compared entry with this formula, charge and spin in kcal per mole: 59.0
E_LUMO in eV: 0.93
Gap between HOMO and LUMO in eV: 10.17

XYZ file:
```
12
C3H7NO (ωB97M-V/def2-TZVPD)
H -1.147 0.164 -2.620
H 1.797 0.724 2.623
C 0.972 -0.537 1.180
H 0.402 1.406 1.551
H 0.550 0.727 -1.036
C -1.229 0.142 -1.524
H -1.060 -0.889 -1.177
N 0.939 -1.560 0.496
O -0.349 1.059 -0.910
H 0.300 -2.279 0.839
C 1.069 0.597 1.829
H -2.243 0.446 -1.252
```